C42H123N9O15 | ωB97M-V with the def2-TZVPD basis set

```
189
Properties=species:S:1:pos:R:3
C 3.721 3.904 -2.931
C 3.838 2.471 -3.284
C 5.302 1.990 -3.388
O 6.007 2.750 -4.303
C 7.343 2.338 -4.386
N 2.973 1.710 -2.379
H 3.912 4.402 -3.882
H 4.557 4.262 -2.330
H 2.805 4.220 -2.431
H 3.393 2.358 -4.273
H 5.277 0.965 -3.758
H 5.845 1.985 -2.443
H 7.447 1.350 -4.834
H 7.856 2.311 -3.425
H 7.960 2.995 -5.000
H 2.776 0.825 -2.823
H 2.042 2.085 -2.262
C -3.377 2.428 -1.133
C -3.460 2.393 0.399
C -4.808 2.991 0.815
O -4.944 4.420 0.617
C -6.203 4.899 0.901
N -3.369 0.996 0.822
H -3.280 3.471 -1.434
H -4.292 2.048 -1.586
H -2.498 1.882 -1.477
H -2.657 3.033 0.765
H -4.860 2.823 1.891
H -5.586 2.416 0.313
H -6.284 5.980 0.788
H -6.467 4.634 1.926
H -6.994 4.500 0.266
H -3.588 1.112 1.801
H -4.152 0.529 0.388
C 0.021 1.834 3.391
C 0.031 3.140 4.226
C -1.270 3.933 4.003
O -1.346 4.660 2.757
C -2.538 5.392 2.592
N 0.268 2.845 5.603
H -0.617 1.109 3.898
H 1.026 1.418 3.312
H -0.296 2.132 2.392
H 0.865 3.795 3.973
H -1.300 4.654 4.820
H -2.049 3.178 4.112
H -2.571 6.235 3.283
H -3.451 4.817 2.746
H -2.533 5.747 1.561
H -0.598 2.674 6.093
H 0.674 1.925 5.518
C -0.258 -1.808 5.099
C -0.033 -2.238 3.634
C 1.260 -3.117 3.458
O 1.418 -3.413 2.036
C 2.756 -3.839 1.732
N -1.191 -2.902 3.111
H -0.361 -2.627 5.810
H -1.158 -1.194 5.151
H 0.540 -1.191 5.512
H -0.012 -1.327 3.036
H 1.173 -4.094 3.934
H 2.114 -2.573 3.861
H 3.067 -4.727 2.282
H 3.481 -3.039 1.879
H 2.769 -4.183 0.698
H -1.220 -3.791 3.589
H -0.957 -3.119 2.152
C 3.308 -1.835 -1.652
C 3.135 -1.841 -3.203
C 2.996 -3.224 -3.750
O 4.179 -4.048 -3.506
C 4.158 -5.380 -4.067
N 2.109 -0.837 -3.628
H 4.089 -2.509 -1.299
H 2.377 -2.159 -1.187
H 3.561 -0.847 -1.266
H 4.089 -1.493 -3.598
H 2.761 -3.233 -4.815
H 2.161 -3.707 -3.243
H 4.845 -6.020 -3.514
H 4.251 -5.467 -5.150
H 3.157 -5.780 -3.904
H 1.341 -0.863 -2.973
H 1.742 -0.992 -4.556
C -6.236 0.924 3.882
C -4.960 0.881 4.793
C -5.023 -0.174 5.942
O -3.667 -0.202 6.358
C -3.480 -1.110 7.431
N -3.832 0.573 3.878
H -6.179 1.611 3.037
H -7.066 1.277 4.495
H -6.409 -0.061 3.448
H -4.677 1.885 5.106
H -5.344 -1.152 5.584
H -5.695 0.102 6.755
H -3.970 -2.065 7.245
H -3.850 -0.642 8.344
H -2.435 -1.338 7.637
H -2.977 0.548 4.416
H -3.969 -0.372 3.549
C 3.955 0.011 2.163
C 4.525 1.228 1.511
C 5.424 1.054 0.248
O 6.562 0.308 0.595
C 7.333 -0.068 -0.566
N 3.389 2.125 1.256
H 3.563 -0.766 1.506
H 3.162 0.198 2.887
H 4.789 -0.514 2.627
H 5.015 1.762 2.325
H 5.750 2.055 -0.034
H 4.826 0.557 -0.515
H 8.055 -0.850 -0.334
H 7.848 0.807 -0.963
H 6.697 -0.542 -1.313
H 3.724 2.939 0.761
H 2.687 1.836 0.590
C -1.878 -3.779 -0.980
C -1.197 -5.186 -0.832
C -0.174 -5.513 -1.942
O -0.897 -5.834 -3.195
C -0.133 -6.495 -4.242
N -0.633 -5.198 0.552
H -2.647 -3.571 -0.237
H -2.406 -3.695 -1.930
H -1.139 -3.018 -0.729
H -2.033 -5.881 -0.910
H 0.509 -6.309 -1.645
H 0.410 -4.612 -2.127
H -0.751 -6.324 -5.123
H 0.153 -7.535 -4.079
H 0.783 -5.915 -4.350
H -0.054 -6.000 0.754
H 0.022 -4.460 0.767
C -0.729 -2.883 -5.529
C -0.495 -1.451 -6.095
C -1.092 -0.230 -5.245
O -2.502 -0.293 -5.354
C -3.237 0.859 -4.896
N 0.952 -1.245 -6.251
H -0.331 -3.729 -6.091
H -1.799 -3.091 -5.526
H -0.293 -2.943 -4.531
H -1.021 -1.444 -7.049
H -0.769 0.770 -5.534
H -0.785 -0.186 -4.200
H -3.180 1.018 -3.819
H -4.290 0.743 -5.150
H -2.855 1.726 -5.435
H 1.190 -1.618 -7.159
H 1.046 -0.254 -6.419
C -4.367 -2.370 2.384
O -3.892 -2.181 3.690
H -5.415 -2.069 2.397
H -3.816 -1.685 1.739
H -4.237 -3.406 2.073
H -2.942 -2.304 3.625
C -0.080 4.207 -4.713
O -0.974 3.228 -4.210
H 0.934 3.835 -4.861
H -0.421 4.640 -5.654
H -0.088 4.996 -3.962
H -0.729 2.996 -3.312
C 0.242 3.429 -0.947
O 0.075 2.414 -1.868
H -0.687 3.907 -0.637
H 0.752 3.161 -0.021
H 0.890 4.123 -1.483
H -0.235 1.636 -1.399
C 0.092 -0.567 0.442
O -0.713 0.501 -0.018
H -0.437 -1.441 0.821
H 0.761 -0.798 -0.387
H 0.743 -0.244 1.254
H -1.539 0.471 0.470
C -4.365 -1.239 -1.638
O -5.423 -0.830 -0.907
H -4.190 -0.483 -2.403
H -3.433 -1.497 -1.136
H -4.572 -2.150 -2.201
H -6.124 -0.533 -1.491
C 3.618 2.902 4.783
O 3.304 2.821 6.118
H 4.693 2.734 4.721
H 3.287 2.116 4.104
H 3.446 3.915 4.422
H 2.361 2.968 6.217
```

Summary:
Frontier orbital gap   8.858 eV
E   -3295.082416 a.u.
Spin multiplicity   1
ΔE to the lowest compared entry with this formula, charge and spin   374.8 kJ/mol

C42H123N9O15 | ωB97M-V with the def2-TZVPD basis set

```
189
Properties=species:S:1:pos:R:3
C -9.566 -8.446 -14.641
C -8.222 -8.413 -15.401
C -7.049 -8.890 -14.561
O -8.318 -9.313 -16.441
H -9.706 -9.461 -14.271
H -10.390 -8.045 -15.232
H -9.445 -7.804 -13.769
H -8.221 -7.419 -15.848
H -7.087 -8.460 -13.560
H -6.076 -8.591 -14.951
H -7.080 -9.969 -14.408
H -7.515 -9.332 -16.966
C -7.843 -6.902 -19.416
C -8.784 -5.739 -19.447
C -9.329 -5.328 -18.086
O -8.007 -4.714 -19.921
H -8.393 -7.816 -19.191
H -7.116 -6.750 -18.619
H -7.363 -7.018 -20.388
H -9.647 -5.953 -20.076
H -8.503 -5.130 -17.402
H -9.770 -6.151 -17.524
H -10.095 -4.554 -18.132
H -7.549 -5.113 -20.664
O -7.713 -14.115 -17.473
H -6.873 -14.108 -17.015
H -7.553 -14.634 -18.261
O -6.557 -14.253 -20.227
H -6.771 -15.116 -20.583
H -5.605 -14.264 -20.127
O -5.616 -9.536 -17.918
H -5.136 -10.033 -17.255
H -6.051 -10.203 -18.449
O -10.345 -9.540 -18.517
H -9.819 -9.250 -17.771
H -10.068 -10.443 -18.670
C -2.935 -5.572 -24.884
C -2.056 -5.769 -23.663
C -2.481 -6.952 -22.740
O -3.778 -6.706 -22.144
C -4.161 -7.769 -21.265
N -0.684 -5.847 -24.001
H -2.474 -4.860 -25.568
H -3.905 -5.174 -24.583
H -3.146 -6.539 -25.340
H -2.081 -4.888 -23.023
H -1.800 -7.041 -21.893
H -2.451 -7.902 -23.273
H -4.523 -8.685 -21.731
H -5.014 -7.511 -20.638
H -3.387 -8.195 -20.626
H -0.415 -4.995 -24.471
H -0.144 -5.877 -23.147
C -12.578 -18.390 -15.526
C -12.317 -17.949 -16.987
C -10.805 -17.624 -17.257
O -10.594 -17.475 -18.660
C -9.272 -17.185 -18.986
N -12.660 -19.118 -17.776
H -11.997 -19.273 -15.260
H -13.626 -18.561 -15.282
H -12.276 -17.588 -14.851
H -12.984 -17.115 -17.200
H -10.092 -18.371 -16.910
H -10.489 -16.746 -16.693
H -8.713 -18.114 -18.874
H -8.807 -16.443 -18.337
H -9.163 -16.845 -20.016
H -11.914 -19.785 -17.641
H -12.326 -18.805 -18.676
C -6.963 -10.648 -21.266
C -7.834 -10.919 -20.059
C -9.087 -11.804 -20.409
O -9.862 -12.126 -19.300
C -10.616 -13.380 -19.399
N -7.039 -11.549 -19.025
H -6.429 -9.712 -21.105
H -7.573 -10.464 -22.151
H -6.240 -11.430 -21.503
H -8.049 -9.939 -19.633
H -8.728 -12.745 -20.828
H -9.830 -11.356 -21.069
H -9.925 -14.220 -19.468
H -11.155 -13.338 -20.346
H -11.333 -13.564 -18.599
H -7.784 -11.846 -18.411
H -6.736 -12.456 -19.351
C -7.339 -13.416 -23.578
C -6.971 -14.272 -24.782
C -7.939 -15.422 -25.120
O -8.191 -16.428 -24.110
C -9.254 -17.263 -24.506
N -6.758 -13.382 -25.924
H -6.525 -12.709 -23.423
H -7.435 -13.935 -22.624
H -8.239 -12.812 -23.693
H -5.975 -14.675 -24.598
H -7.567 -15.928 -26.011
H -8.898 -14.983 -25.396
H -10.214 -16.758 -24.404
H -9.346 -18.108 -23.824
H -9.082 -17.740 -25.470
H -6.216 -12.621 -25.540
H -7.614 -12.887 -26.131
C -3.918 -13.164 -17.756
C -4.348 -13.398 -16.308
C -5.120 -12.199 -15.728
O -4.424 -10.983 -15.964
C -3.546 -10.474 -14.924
N -5.166 -14.545 -16.376
H -3.208 -12.336 -17.765
H -4.734 -12.975 -18.452
H -3.375 -14.052 -18.079
H -3.536 -13.665 -15.631
H -5.327 -12.339 -14.667
H -6.085 -12.151 -16.233
H -3.246 -9.436 -15.071
H -2.673 -11.126 -14.961
H -4.092 -10.508 -13.981
H -5.274 -14.785 -15.401
H -4.657 -15.368 -16.664
C -10.940 -13.832 -15.485
C -10.684 -12.367 -15.910
C -11.650 -11.389 -15.168
O -13.014 -11.523 -15.596
C -14.106 -11.019 -14.790
N -9.274 -12.121 -15.671
H -11.938 -14.032 -15.875
H -10.894 -13.997 -14.409
H -10.326 -14.574 -15.996
H -10.862 -12.170 -16.967
H -11.472 -10.332 -15.368
H -11.544 -11.388 -14.083
H -14.017 -9.969 -14.511
H -14.079 -11.504 -13.814
H -15.125 -10.994 -15.176
H -8.764 -12.746 -16.280
H -8.956 -11.219 -15.995
C -14.025 -17.165 -20.174
C -14.881 -16.045 -20.658
C -14.888 -14.725 -19.781
O -15.351 -15.008 -18.470
C -15.506 -13.820 -17.699
N -14.519 -15.929 -22.041
H -13.960 -18.092 -20.744
H -14.321 -17.443 -19.162
H -13.033 -16.728 -20.061
H -15.908 -16.406 -20.607
H -15.441 -13.917 -20.260
H -13.841 -14.425 -19.723
H -16.019 -14.043 -16.764
H -16.133 -13.093 -18.215
H -14.564 -13.334 -17.445
H -13.539 -15.700 -22.125
H -14.594 -16.839 -22.473
C -12.048 -11.621 -23.032
C -12.852 -12.599 -23.803
C -12.103 -13.981 -23.730
O -12.007 -14.428 -22.392
C -11.263 -15.566 -22.156
N -14.183 -12.650 -23.235
H -12.195 -10.566 -23.261
H -10.982 -11.804 -23.168
H -12.208 -11.808 -21.970
H -12.897 -12.368 -24.868
H -11.068 -13.921 -24.066
H -12.663 -14.669 -24.364
H -10.221 -15.429 -22.445
H -11.654 -16.423 -22.704
H -11.276 -15.679 -21.072
H -14.738 -13.340 -23.722
H -14.124 -13.007 -22.292
C -10.424 -8.254 -22.371
C -11.628 -7.353 -22.682
C -11.962 -7.003 -24.126
O -10.763 -6.537 -24.761
C -10.905 -6.113 -26.136
N -12.797 -7.833 -22.017
H -10.314 -8.506 -21.316
H -9.482 -7.765 -22.618
H -10.447 -9.233 -22.851
H -11.471 -6.417 -22.146
H -12.706 -6.207 -24.090
H -12.465 -7.789 -24.688
H -11.196 -6.995 -26.707
H -9.944 -5.834 -26.569
H -11.668 -5.352 -26.298
H -13.547 -7.203 -22.265
H -13.091 -8.738 -22.355
```

Summary:
Frontier orbital gap (alpha / beta)   7.861 / 1.826 eV
Net charge   +1
E   -3294.806866 a.u.
Spin multiplicity   2
ΔE to the lowest compared entry with this formula, charge and spin   0.0 kJ/mol

C42H22BCrF9O3 | ωB97M-V with the def2-TZVPD basis set

```
78
Properties=species:S:1:pos:R:3
F 4.214 0.810 4.169
C 3.120 0.561 3.379
C 2.552 -0.711 3.407
C 1.344 -0.890 2.742
F 0.905 -2.181 2.657
C 0.635 0.151 2.142
B -0.879 0.073 1.663
C -1.589 -1.300 2.091
C -1.626 -2.451 1.303
F -0.617 -2.667 0.400
C -2.566 -3.463 1.479
C -3.288 -3.452 2.668
F -4.188 -4.462 2.909
C -3.115 -2.462 3.630
C -2.241 -1.428 3.319
F -1.944 -0.545 4.328
C -1.831 1.280 2.188
C -3.109 1.444 1.646
F -3.707 0.392 0.962
C -3.936 2.538 1.873
C -3.571 3.391 2.910
F -4.447 4.374 3.303
C -2.380 3.230 3.613
C -1.554 2.174 3.237
F -0.479 1.973 4.062
H -0.864 0.127 0.412
C 1.357 1.338 1.990
F 0.881 2.278 1.109
C 2.555 1.604 2.645
H 3.008 -1.554 3.921
H -2.703 -4.222 0.712
H -3.634 -2.461 4.583
H -4.849 2.667 1.297
H -2.096 3.869 4.445
H 3.025 2.584 2.594
O 5.398 0.061 1.394
C 5.113 -0.166 0.286
Cr 4.438 -0.654 -1.409
C 2.899 -1.230 -0.488
O 2.019 -1.682 0.124
C 4.910 -2.445 -1.022
O 5.070 -3.522 -0.608
C 5.988 -0.076 -2.797
C 5.489 1.099 -2.219
C 4.115 1.318 -2.146
C 3.213 0.410 -2.748
C 1.800 0.466 -2.405
C 0.637 0.230 -2.101
C -0.752 0.209 -1.907
C -1.399 -1.084 -2.123
C -0.731 -2.075 -2.889
C -1.347 -3.279 -3.195
C -2.652 -3.536 -2.766
C -3.280 -2.628 -1.909
C -2.657 -1.426 -1.600
C -1.434 1.497 -1.968
C -0.709 2.636 -2.422
C -1.350 3.841 -2.686
C -2.706 4.000 -2.385
C -3.400 2.941 -1.790
C -2.804 1.690 -1.695
C 3.737 -0.716 -3.429
C 5.108 -0.954 -3.453
H 7.055 -0.304 -2.756
H 6.167 1.807 -1.741
H 3.692 2.165 -1.599
H 0.288 -1.870 -3.223
H -0.806 -4.026 -3.770
H -3.167 -4.448 -3.055
H -4.256 -2.842 -1.469
H -3.115 -0.770 -0.862
H 0.361 2.530 -2.607
H -0.777 4.657 -3.123
H -3.221 4.933 -2.609
H -4.425 3.057 -1.436
H -3.417 0.862 -1.371
H 3.030 -1.426 -3.868
H 5.491 -1.855 -3.937
```

Summary:
Frontier orbital gap (alpha / beta)   5.677 / 4.038 eV
Net charge   +3
E   -3806.305978 a.u.
Spin multiplicity   4